The following is a DFT calculation (wB97M-V/def2-TZVPD) of the molecule C14H17N3O4 in a non-equilibrium geometry.

As for the maximum force: 2.49 eV/A. Its SMILES is N[C@@H](Cc1c[nH]c2ccccc12)C(=O)N[C@@H](CO)C(=O)O. The energy relative to the best compared isomer or geometry (same formula, charge and spin) is 1.9934 eV. As for the spin multiplicity: 1.

Cartesian coordinates (Å):
O 1.46882 1.26343 -3.53560
H -0.22997 3.29903 3.59764
H -0.01427 -2.50855 1.98855
H -2.09683 -0.80770 1.48251
C -1.03273 0.61700 -2.31263
H 1.62408 -0.60852 -2.54860
H -1.79087 1.53015 -0.95573
N 1.02417 -0.61450 -1.71757
C 0.64153 -2.03585 1.20086
O -2.11446 1.15137 -1.77832
H 0.62915 1.02755 -3.97830
C 1.97802 0.13757 1.95249
C 0.24641 1.45349 2.54792
H 1.57901 -2.52971 1.27223
N 1.57116 1.36201 2.45889
H 0.17682 -4.26884 -0.43349
O -1.06450 0.17081 -3.43832
C 1.22663 1.63003 -2.22021
H -1.00512 -3.68738 -1.18615
C 0.82813 -0.59280 1.59134
C -0.27836 0.25868 2.00399
C -0.10388 -2.25125 -0.15092
H 0.23005 0.82629 -0.46230
H 0.75980 2.61198 -2.22708
C -0.60405 2.42453 3.12505
C 0.80368 -1.92553 -1.32411
C -1.91726 2.07619 3.26398
H 3.02660 -0.04382 1.86299
O 1.43149 -2.77250 -1.93208
H -3.57739 0.81884 2.57989
H 2.22880 2.03751 2.75107
C 0.36177 0.63619 -1.50618
C -1.66705 0.06482 1.97178
N -0.57817 -3.60715 -0.28303
C -2.51641 0.98211 2.58676
H -0.91625 -1.53464 -0.18187
H -2.46870 2.69180 3.99631
H 2.15572 1.80752 -1.67193